Record 1
The following is a DFT calculation (ωB97M-V/def2-TZVPD) of a 2-piece molecular cluster, C10H14NS overall.

Geometry as XYZ:
```
26
Properties=species:S:1:pos:R:3:forces:R:3:lowdin_charge:R:1
C 3.464 0.600 -1.676 0.5776 0.1657 0.3642 -0.172
C 2.422 1.122 -0.826 0.9433 2.3035 -1.9068 -0.240
C 3.789 -0.667 -1.329 -0.4780 -1.2331 0.8560 -0.362
C 2.085 0.278 0.109 -1.5424 -1.3382 1.6348 -0.366
C 0.062 1.306 2.722 -2.5901 0.5565 0.0893 0.061
C -0.323 0.755 1.585 0.0371 0.3760 1.1032 -0.051
C -2.301 -1.553 -0.362 -1.2987 -0.2690 2.1679 -0.166
C -1.700 -0.610 -1.343 1.4345 2.7930 1.5118 -0.120
C -1.535 -1.218 0.947 -1.2310 -0.3804 -0.0584 -0.091
C -1.595 0.773 -0.476 -1.7133 -1.7223 -1.0594 -0.043
N -1.582 0.321 0.980 -0.4301 -0.4240 1.2491 -0.099
S 2.858 -1.241 0.066 -0.0491 0.5574 -0.5798 0.953
H 4.009 1.303 -2.327 -0.4000 -0.9057 -0.0272 0.124
H 2.169 2.154 -1.036 -0.5843 -0.1077 0.5470 0.110
H 4.417 -1.480 -1.666 0.4696 0.6593 -0.4889 0.065
H -0.470 1.839 3.596 0.1940 -1.1903 -1.6802 0.121
H 1.085 1.362 2.806 2.3393 0.1819 0.3212 0.030
H -3.398 -1.434 -0.055 1.1863 0.1059 -1.3207 0.149
H -2.153 -2.564 -0.703 -0.0014 -0.5240 0.3174 0.121
H -0.712 -0.836 -1.755 0.0624 -0.5746 0.6696 0.123
H -2.257 -0.435 -2.206 -1.3585 0.4078 -1.2366 0.095
H -1.997 -1.505 1.960 1.1353 -0.2606 -1.7440 0.167
H -0.518 -1.495 0.705 0.4647 -0.0794 0.9867 0.110
H -0.799 1.464 -0.650 0.7370 -0.0192 -0.0984 0.105
H -2.517 1.288 -0.673 -0.4506 0.3861 0.2627 0.119
H -2.505 0.475 1.606 2.5466 0.5356 -1.8806 0.256
```
Positions in Å, forces in eV/Å.

Values from the calculation:
LUMO (alpha / beta): -4.30 / -4.93 eV
E: -22908.6137 eV
Molecular weight: 180.30 g mol⁻¹
HOMO (alpha / beta): -0.4486 / -0.4581 Eh
Gap between HOMO and LUMO (alpha / beta): 7.91 / 7.53 eV
Spin multiplicity: 1
Energy relative to the best compared isomer or geometry (same formula, charge and spin): 184.0 kcal per mole
Charge: +1

Record 2
The following is a DFT calculation (ωB97M-V/def2-TZVPD) of a 2-piece molecular cluster, CH3BrClISi overall.

Geometry as XYZ:
```
8
Properties=species:S:1:pos:R:3:forces:R:3:lowdin_charge:R:1
C -1.039 -0.313 -0.337 0.0408 -0.7190 0.9211 -0.284
Si 0.470 0.553 0.542 -0.0314 -1.8320 -2.1138 -0.235
Cl 0.967 0.843 2.450 -0.2579 -0.1188 0.0860 0.326
Br 0.580 2.363 -0.666 0.5099 0.2009 0.1907 0.398
I 2.956 -1.904 -0.254 -1.3564 1.3973 0.4066 -0.285
H -1.652 -1.035 0.274 0.3666 1.2961 -0.2495 0.052
H -1.580 0.479 -0.887 -0.0827 -0.3279 0.8165 0.009
H -0.701 -0.986 -1.122 0.8111 0.1033 -0.0576 0.019
```
Positions in Å, forces in eV/Å.

Values from the calculation:
LUMO: -2.01 eV
E: -99630.2502 eV
Molecular weight: 285.38 g mol⁻¹
HOMO: -0.3116 Eh
Gap between HOMO and LUMO: 6.47 eV
Spin multiplicity: 1

Record 3
The following is a DFT calculation (ωB97M-V/def2-TZVPD) of a single C6H12 molecule.

Geometry as XYZ:
```
18
Properties=species:S:1:pos:R:3:forces:R:3:lowdin_charge:R:1
C 1.946 -0.932 0.384 -0.0075 -0.0315 0.0679 -0.115
C 1.470 -0.264 -0.904 0.0422 -0.0241 -0.0554 -0.272
C 0.250 0.646 -0.731 0.0140 0.0341 -0.0156 -0.201
C -0.967 -0.068 -0.174 0.0835 -0.0764 -0.0940 -0.325
C -2.239 0.695 0.049 -0.1625 0.1001 -0.0752 -0.133
C -1.447 0.199 1.226 0.0425 -0.0488 0.2099 -0.131
H 1.168 -1.577 0.809 0.1106 0.1140 -0.0432 0.069
H 2.213 -0.187 1.143 -0.0554 -0.0926 -0.1095 0.074
H 2.831 -1.553 0.200 -0.1467 0.1038 0.0349 0.068
H 2.292 0.321 -1.336 -0.1277 -0.0782 0.0444 0.102
H 1.225 -1.040 -1.644 0.0362 0.1024 0.0959 0.105
H 0.001 1.083 -1.708 0.0287 -0.0644 0.1304 0.112
H 0.509 1.488 -0.072 -0.0537 -0.0941 -0.0759 0.117
H -1.086 -1.093 -0.527 -0.0017 0.1600 0.0412 0.137
H -2.227 1.762 -0.161 0.0239 -0.1755 0.0424 0.101
H -3.183 0.206 -0.180 0.1666 0.0830 0.0541 0.096
H -1.854 -0.621 1.811 0.0646 0.1056 -0.1219 0.095
H -0.903 0.935 1.814 -0.0574 -0.1176 -0.1304 0.099
```
Positions in Å, forces in eV/Å.

Values from the calculation:
Structure (SMILES): CCCC1CC1
LUMO: 1.30 eV
E: -6415.8969 eV
Molecular weight: 84.16 g mol⁻¹
HOMO: -0.3714 Eh
Gap between HOMO and LUMO: 11.41 eV
Spin multiplicity: 1
Energy relative to the best compared isomer or geometry (same formula, charge and spin): 24.1 kcal per mole

Record 4
The following is a DFT calculation (ωB97M-V/def2-TZVPD) of a 2-piece molecular cluster, C3H7N2O3 overall.

Geometry as XYZ:
```
15
Properties=species:S:1:pos:R:3:forces:R:3:lowdin_charge:R:1
N -3.149 1.268 -0.295 -0.6633 0.3111 0.4562 0.080
C -1.810 0.810 -0.259 0.2916 -0.0086 -0.1513 -0.839
O -1.272 0.552 -1.347 0.1521 -0.0049 -0.1642 -0.066
O -1.321 0.686 0.902 -0.0126 -0.1543 0.0192 -0.111
H -3.413 1.644 0.603 -0.0327 0.0404 -0.0273 0.056
H -3.397 1.891 -1.050 0.2685 -0.2537 -0.1202 0.060
C 2.125 -0.313 1.277 -0.3137 -0.1249 -0.3864 -0.407
N 1.114 -0.550 0.428 0.3374 0.3273 0.7048 -0.014
C 1.414 -1.240 -0.807 -0.7049 0.1272 -0.1104 -0.100
O 3.294 -0.671 1.131 0.0948 0.0141 0.0842 -0.071
H 1.821 0.251 2.169 -0.1587 0.0621 0.0809 0.120
H 0.177 -0.109 0.641 0.3793 -0.2125 -0.4402 0.077
H 2.301 -1.842 -0.634 -0.0070 -0.1359 -0.2130 0.065
H 1.564 -0.549 -1.636 0.2848 0.2014 0.0302 0.076
H 0.551 -1.828 -1.124 0.0843 -0.1888 0.2375 0.074
```
Positions in Å, forces in eV/Å.

Values from the calculation:
LUMO: 4.02 eV
E: -12350.1676 eV
Molecular weight: 119.10 g mol⁻¹
HOMO: -0.1795 Eh
Gap between HOMO and LUMO: 8.91 eV
Spin multiplicity: 1
Energy relative to the best compared isomer or geometry (same formula, charge and spin): 17.2 kcal per mole
Charge: -1

Look up the spin multiplicity of the second one.
1